{"formula": "C49H52As2BrCsF4N8O12PS", "method": "ωB97M-V/def2-TZVPD", "energy_ha": -11443.831364, "max_force_ev_per_a": 1.7, "e_homo_ev": -10.445, "total_charge": 1, "e_lumo_ev": -3.09, "species": ["Cs", "F", "C", "C", "F", "C", "F", "C", "P", "C", "C", "C", "C", "C", "C", "C", "C", "C", "C", "C", "C", "C", "Br", "C", "F", "H", "H", "H", "H", "H", "H", "H", "H", "H", "H", "S", "N", "C", "C", "C", "C", "C", "N", "C", "C", "N", "C", "C", "C", "C", "C", "N", "H", "H", "H", "H", "H", "H", "O", "H", "H", "O", "H", "H", "O", "H", "H", "O", "H", "H", "C", "O", "C", "O", "C", "C", "As", "C", "C", "C", "As", "C", "C", "O", "O", "C", "C", "O", "O", "C", "C", "O", "O", "C", "H", "H", "H", "H", "H", "H", "H", "H", "H", "H", "H", "H", "H", "H", "H", "H", "H", "H", "C", "C", "C", "C", "N", "C", "N", "N", "N", "H", "H", "H", "H", "H", "H", "H", "H", "H", "H"], "positions_angstrom": [[-1.38, -0.26, 0.79], [-4.72, -1.50, 8.04], [-3.88, -1.02, 7.13], [-3.11, 0.09, 7.42], [-3.20, 0.66, 8.61], [-2.23, 0.57, 6.46], [-1.48, 1.62, 6.82], [-2.11, 0.00, 5.20], [-0.91, 0.62, 3.94], [-1.11, 2.43, 4.10], [-0.04, 3.32, 4.17], [-0.26, 4.69, 4.16], [-1.55, 5.19, 4.08], [-2.62, 4.31, 4.00], [-2.41, 2.95, 4.01], [0.63, 0.14, 4.80], [1.29, 0.83, 5.81], [2.40, 0.27, 6.43], [2.84, -0.99, 6.07], [2.18, -1.70, 5.08], [1.09, -1.12, 4.44], [-2.89, -1.13, 4.95], [-2.77, -2.09, 3.32], [-3.77, -1.63, 5.89], [-4.51, -2.71, 5.66], [0.97, 2.95, 4.21], [0.58, 5.36, 4.22], [-1.72, 6.26, 4.07], [-3.63, 4.69, 3.93], [-3.26, 2.28, 3.95], [0.94, 1.80, 6.14], [2.91, 0.82, 7.22], [3.70, -1.43, 6.57], [2.51, -2.69, 4.79], [0.60, -1.66, 3.64], [4.10, -7.97, -1.17], [3.19, -7.68, 0.13], [2.86, -6.39, 0.09], [2.03, -5.70, 1.06], [1.46, -6.36, 2.15], [0.65, -5.65, 3.00], [0.43, -4.30, 2.73], [0.96, -3.65, 1.71], [1.77, -4.34, 0.89], [2.37, -3.61, -0.27], [2.15, -2.29, -0.35], [2.67, -1.63, -1.38], [3.45, -2.23, -2.37], [3.70, -3.58, -2.28], [3.15, -4.29, -1.21], [3.39, -5.71, -1.02], [4.12, -6.49, -1.82], [1.66, -7.42, 2.30], [0.18, -6.12, 3.86], [-0.22, -3.72, 3.38], [2.48, -0.57, -1.41], [3.86, -1.63, -3.17], [4.31, -4.10, -3.00], [-3.59, -0.55, -0.48], [-4.27, -0.34, -1.13], [-3.50, -1.51, -0.53], [3.04, -0.83, 1.92], [2.83, -1.17, 2.80], [2.56, -1.41, 1.29], [-2.17, -2.98, -0.25], [-2.15, -3.93, -0.10], [-1.47, -2.80, -0.91], [-2.20, 2.26, 0.12], [-2.97, 2.78, -0.13], [-1.53, 2.89, 0.44], [0.50, -3.56, -4.33], [-0.45, -2.49, -4.47], [-0.84, -1.86, -3.38], [-0.38, -2.10, -2.27], [-1.98, -0.89, -3.51], [-2.90, -0.87, -4.50], [-1.98, -0.62, -6.23], [-3.38, -0.28, -7.55], [-1.71, 1.26, -5.59], [-1.52, 1.70, -4.35], [-1.97, 0.83, -2.57], [-0.07, 0.91, -2.01], [-1.14, 3.13, -4.06], [-1.91, 3.85, -3.46], [0.05, 3.60, -4.44], [1.01, 2.77, -5.13], [-1.47, 2.14, -6.79], [-0.69, 1.80, -7.65], [-2.14, 3.28, -6.92], [-3.38, 3.55, -6.25], [-4.27, -0.28, -4.18], [-4.86, -0.54, -3.17], [-4.78, 0.42, -5.18], [-6.12, 0.91, -4.96], [0.25, -4.28, -5.10], [0.44, -4.00, -3.34], [1.50, -3.15, -4.50], [-4.09, -1.10, -7.51], [-2.87, -0.29, -8.52], [-3.90, 0.65, -7.40], [0.57, 0.52, -2.80], [0.11, 0.35, -1.11], [0.16, 1.97, -1.83], [0.88, 2.86, -6.20], [0.93, 1.73, -4.82], [1.98, 3.17, -4.84], [-3.30, 4.55, -5.82], [-3.59, 2.83, -5.47], [-4.17, 3.53, -7.01], [-6.40, 1.41, -5.88], [-6.12, 1.61, -4.12], [-6.79, 0.08, -4.74], [4.86, 3.20, 2.38], [4.93, 3.07, 0.86], [5.32, 1.66, 0.41], [3.69, 3.64, 0.16], [2.41, 3.09, 0.62], [2.08, 1.91, 1.14], [0.79, 1.90, 1.37], [0.34, 3.11, 0.97], [1.29, 3.82, 0.51], [5.84, 2.97, 2.81], [4.15, 2.51, 2.82], [4.59, 4.21, 2.69], [5.72, 3.75, 0.51], [4.68, 0.89, 0.83], [6.33, 1.44, 0.75], [5.30, 1.57, -0.68], [3.75, 3.48, -0.92], [3.62, 4.71, 0.34], [2.74, 1.09, 1.38]], "lowdin_charge": [1.158, 0.151, -0.129, -0.128, 0.146, -0.203, 0.112, -0.304, 0.993, -0.389, -0.122, -0.073, -0.073, -0.070, -0.100, -0.344, -0.078, -0.059, -0.065, -0.087, -0.133, -0.555, 0.805, -0.264, 0.089, 0.094, 0.107, 0.106, 0.108, 0.111, 0.099, 0.110, 0.109, 0.110, 0.065, 1.036, -0.211, -0.304, -0.085, 0.012, -0.026, -0.137, 0.136, -0.138, -0.131, 0.105, -0.119, -0.037, 0.006, -0.083, -0.307, -0.212, 0.123, 0.114, 0.067, 0.105, 0.113, 0.125, -0.363, 0.022, -0.001, -0.067, 0.009, 0.001, -0.147, 0.064, -0.004, -0.288, 0.056, 0.000, 0.007, -0.074, -0.506, 0.030, -0.311, -0.285, 1.369, -0.289, -0.292, -0.277, 1.369, -0.316, -0.560, 0.110, 0.002, -0.019, -0.565, 0.099, 0.004, -0.020, -0.550, 0.089, -0.090, -0.006, 0.102, 0.092, 0.093, 0.035, 0.030, 0.019, 0.031, -0.106, 0.038, 0.090, 0.084, 0.100, 0.102, 0.075, 0.101, 0.098, 0.103, 0.102, -0.060, -0.408, -0.061, -0.092, -0.076, -0.133, -0.009, -0.036, 0.092, 0.086, 0.071, 0.085, 0.139, 0.050, 0.087, 0.080, 0.127, 0.129, 0.085]}


{"formula": "C49H52BrCl2F3N3O4P2RbSi2", "method": "ωB97M-V/def2-TZVPD", "energy_ha": -7443.577872, "max_force_ev_per_a": 1.7, "e_homo_ev": [-0.231, 0.362], "relative_energy_kcal_mol": 11.3, "total_charge": -2, "e_lumo_ev": [3.17, 3.17], "species": ["Rb", "Cl", "C", "Cl", "H", "H", "N", "C", "C", "O", "O", "H", "H", "H", "H", "C", "Si", "C", "C", "C", "C", "C", "C", "C", "Si", "C", "C", "H", "H", "H", "H", "H", "H", "H", "H", "H", "H", "H", "H", "H", "H", "H", "H", "O", "P", "C", "P", "O", "C", "C", "C", "C", "C", "C", "C", "C", "C", "C", "C", "C", "C", "C", "C", "C", "C", "C", "C", "C", "C", "C", "C", "C", "H", "H", "H", "H", "H", "H", "H", "H", "H", "H", "H", "H", "H", "H", "H", "H", "H", "H", "H", "H", "H", "H", "Br", "C", "C", "C", "N", "C", "C", "H", "H", "H", "H", "F", "C", "F", "F", "C", "C", "C", "N", "C", "C", "H", "H", "H", "H"], "positions_angstrom": [[-0.01, 0.86, -0.75], [-0.38, -2.17, -2.36], [-1.98, -1.72, -1.74], [-1.92, -1.43, 0.02], [-2.67, -2.53, -1.93], [-2.30, -0.80, -2.22], [-0.30, 3.02, 2.70], [0.80, 3.67, 1.99], [1.17, 2.82, 0.77], [1.03, 3.31, -0.38], [1.56, 1.65, 1.03], [-0.38, 3.36, 3.65], [-0.12, 2.02, 2.76], [1.71, 3.78, 2.59], [0.49, 4.66, 1.64], [-0.46, -4.14, 2.17], [1.26, -3.54, 1.79], [1.76, -4.08, 0.05], [2.49, -4.29, 3.03], [2.86, -5.58, 3.43], [3.88, -5.76, 4.35], [4.56, -4.65, 4.88], [4.20, -3.37, 4.50], [3.16, -3.17, 3.57], [2.41, -1.67, 2.68], [1.68, -0.40, 3.82], [3.72, -0.89, 1.61], [-0.59, -5.12, 1.71], [-1.23, -3.47, 1.81], [-0.60, -4.24, 3.25], [2.73, -4.59, 0.10], [1.85, -3.23, -0.63], [1.02, -4.76, -0.37], [2.35, -6.45, 3.03], [4.17, -6.76, 4.66], [5.36, -4.80, 5.59], [4.73, -2.52, 4.92], [1.94, -0.62, 4.86], [0.59, -0.41, 3.73], [2.05, 0.59, 3.54], [4.50, -0.47, 2.25], [3.29, -0.08, 1.01], [4.18, -1.62, 0.93], [-0.62, 0.75, -3.10], [-1.18, 1.92, -3.86], [-1.96, 3.13, -2.69], [-3.00, 2.54, -1.32], [-2.30, 1.72, -0.30], [-3.58, 4.11, -0.62], [-4.49, 4.93, -1.28], [-4.91, 6.12, -0.68], [-4.41, 6.47, 0.57], [-3.51, 5.64, 1.22], [-3.09, 4.46, 0.63], [-4.44, 1.67, -1.96], [-5.11, 0.85, -1.05], [-6.24, 0.16, -1.45], [-6.70, 0.28, -2.76], [-6.05, 1.11, -3.66], [-4.92, 1.81, -3.26], [-2.27, 1.53, -5.12], [-2.55, 0.15, -5.43], [-3.42, -0.18, -6.43], [-4.09, 0.83, -7.20], [-3.83, 2.17, -6.90], [-2.96, 2.54, -5.90], [0.18, 2.95, -4.52], [1.23, 3.29, -3.67], [2.33, 3.99, -4.14], [2.39, 4.35, -5.48], [1.36, 3.99, -6.34], [0.26, 3.29, -5.87], [-2.49, 3.89, -3.27], [-1.14, 3.63, -2.16], [-4.89, 4.65, -2.25], [-5.61, 6.76, -1.19], [-4.74, 7.39, 1.04], [-3.13, 5.92, 2.20], [-2.39, 3.80, 1.14], [-4.72, 0.73, -0.05], [-6.76, -0.48, -0.75], [-7.58, -0.27, -3.08], [-6.38, 1.19, -4.68], [-4.40, 2.43, -3.98], [-2.05, -0.63, -4.86], [-3.60, -1.23, -6.64], [-4.78, 0.56, -8.00], [-4.34, 2.95, -7.47], [-2.80, 3.60, -5.70], [1.18, 3.02, -2.61], [3.13, 4.25, -3.47], [3.25, 4.90, -5.86], [1.42, 4.26, -7.39], [-0.54, 2.99, -6.54], [7.30, 0.37, -3.31], [5.61, -0.33, -2.80], [5.55, -1.57, -2.20], [4.29, -2.04, -1.85], [3.16, -1.37, -2.06], [3.26, -0.18, -2.64], [4.47, 0.39, -3.03], [6.44, -2.15, -2.00], [4.18, -3.01, -1.36], [2.34, 0.36, -2.81], [4.49, 1.37, -3.49], [-6.16, -0.74, 5.55], [-5.12, -1.52, 5.94], [-4.95, -1.24, 7.29], [-5.64, -2.81, 6.00], [-3.94, -1.36, 5.13], [-3.88, -0.50, 3.99], [-2.73, -0.42, 3.26], [-1.57, -1.12, 3.52], [-1.64, -1.92, 4.63], [-2.74, -2.08, 5.43], [-4.73, 0.11, 3.70], [-2.67, 0.25, 2.41], [-0.73, -2.46, 4.87], [-2.69, -2.73, 6.29]], "lowdin_charge": [0.983, 0.552, -0.963, 0.559, 0.030, 0.002, 0.023, -0.203, -0.781, -0.154, -0.222, 0.061, 0.057, 0.104, 0.097, -0.210, 0.582, -0.212, -0.300, -0.098, -0.118, -0.118, -0.098, -0.293, 0.586, -0.196, -0.193, 0.026, -0.020, 0.018, 0.020, -0.026, 0.020, 0.095, 0.087, 0.087, 0.095, 0.027, -0.009, 0.018, 0.032, 0.010, 0.008, -0.597, 0.670, -0.279, 0.711, -0.520, -0.259, -0.079, -0.096, -0.102, -0.074, -0.045, -0.260, -0.063, -0.079, -0.091, -0.067, -0.071, -0.368, -0.121, -0.147, -0.158, -0.172, -0.185, -0.242, -0.074, -0.082, -0.107, -0.096, -0.070, 0.072, 0.072, 0.104, 0.095, 0.094, 0.103, 0.094, 0.110, 0.102, 0.096, 0.102, 0.078, 0.084, 0.078, 0.057, 0.083, 0.084, 0.072, 0.104, 0.092, 0.094, 0.092, 0.718, -0.694, -0.112, -0.149, 0.089, -0.105, -0.093, 0.097, 0.099, 0.099, 0.100, 0.083, -0.566, 0.044, 0.042, -0.196, -0.067, -0.217, -0.014, -0.224, -0.068, 0.088, 0.067, 0.083, 0.092]}